45
Properties=species:S:1:pos:R:3:forces:R:3 method="wB97M-V/def2-TZVPD" e_tot_ha=-1598.367838 de_lowest_kj_mol=0.0 charge=0 smiles="CCOc1c(F)cc(O)c2c1C(=O)c1c(ON=O)c(N=C=O)c(CCO)c(N)c1C2=O" largest_force_ev_per_a=1.17 homo_lumo_gap_ev=7.69 molar_mass_g_mol=431.332 homo_ev=-8.75
C 4.179656 -2.328364 1.156781 0.513 0.327 -0.046
C 4.736785 -1.747519 -0.135025 0.231 -0.182 0.620
O 3.788741 -1.740303 -1.215848 0.059 0.429 0.146
C 3.312514 -0.485465 -1.481088 0.607 -1.002 0.052
C 4.160331 0.359906 -2.194742 -0.570 0.192 0.227
F 5.355623 -0.087662 -2.579939 -0.032 0.024 0.039
C 3.768834 1.637808 -2.483378 0.641 -0.030 -0.209
C 2.529722 2.100618 -2.079140 -0.297 0.508 -0.271
O 2.251912 3.407475 -2.396473 0.345 0.013 -0.121
C 1.645628 1.282414 -1.380248 0.138 -0.410 -0.144
C 2.059247 -0.037480 -1.096513 -0.749 0.427 0.247
C 1.104519 -0.941323 -0.375654 0.156 -0.199 -0.021
O 1.424397 -2.067328 -0.079651 0.000 -0.034 -0.058
C -0.273740 -0.444439 -0.041133 -0.084 -0.010 -0.021
C -1.191479 -1.297705 0.555801 -0.220 -0.483 0.163
O -0.910441 -2.600802 0.915738 0.542 0.524 0.095
N -0.826556 -3.535232 -0.192568 -0.495 -0.678 0.106
O -1.721996 -3.436937 -0.921529 0.312 0.311 -0.221
C -2.476221 -0.849111 0.844843 -0.005 -0.007 0.235
N -3.374703 -1.776341 1.475887 -0.424 0.082 -0.578
C -4.157174 -2.348678 0.729039 0.651 0.020 -0.126
O -4.857545 -2.912420 0.000931 -0.363 -0.109 0.325
C -2.881734 0.446340 0.586657 -0.143 0.032 -0.023
C -4.300755 0.831315 0.929434 -0.168 -0.558 0.163
C -4.591263 0.804980 2.445816 0.450 -0.253 -0.359
O -4.906039 2.115741 2.878932 0.016 -0.015 0.115
C -1.955159 1.333309 0.015633 -0.270 0.425 0.117
N -2.350969 2.648933 -0.231513 -0.072 0.038 0.820
C -0.668736 0.874342 -0.307638 0.639 0.042 -0.274
C 0.313474 1.795151 -0.941220 -0.083 0.225 0.187
O 0.051214 2.974594 -1.078466 0.001 0.026 0.031
H 3.899603 -3.372808 1.057001 -0.246 0.041 -0.018
H 4.989582 -2.252770 1.889458 -0.006 -0.159 0.018
H 3.370060 -1.715006 1.542074 -0.244 -0.207 -0.066
H 5.088265 -0.738745 0.099606 -0.120 0.140 -0.322
H 5.623264 -2.305638 -0.438261 -0.167 -0.131 -0.288
H 4.447116 2.281629 -3.026496 -0.112 0.125 -0.014
H 1.716052 3.451946 -3.196297 -0.194 0.015 0.201
H -4.946767 0.078147 0.474836 -0.076 0.143 -0.184
H -4.612477 1.779414 0.501747 -0.008 0.031 0.094
H -3.699310 0.417982 2.947054 -0.032 0.120 0.162
H -5.388786 0.083822 2.644566 -0.198 0.237 0.105
H -4.877315 2.123617 3.841892 -0.063 0.084 -0.087
H -3.199996 2.883765 0.265111 -0.055 -0.160 -0.115
H -1.647362 3.308849 0.073972 0.197 0.043 -0.703